Entry 1:
{"formula": "C33H38AsBrN3O9PPmS2", "method": "the ωB97M-V functional and the def2-TZVPD basis", "elements": ["Pm", "O", "C", "C", "C", "C", "C", "C", "C", "O", "N", "N", "C", "C", "Br", "C", "C", "C", "C", "C", "C", "C", "H", "H", "H", "H", "H", "H", "H", "H", "H", "H", "H", "H", "H", "H", "O", "N", "C", "C", "C", "C", "C", "S", "H", "H", "H", "H", "O", "As", "O", "O", "C", "C", "C", "C", "C", "C", "S", "O", "O", "O", "H", "H", "H", "H", "H", "C", "C", "P", "C", "C", "C", "C", "H", "H", "H", "H", "H", "H", "H", "H", "H", "H", "H", "H", "H", "H", "H"], "xyz": [[1.596629, -0.349594, -0.743093], [5.737428, 0.207242, -0.483616], [5.638121, 1.178562, -1.412786], [6.614570, 1.259605, -2.405362], [6.549162, 2.252108, -3.367925], [5.506238, 3.165108, -3.360816], [4.545502, 3.102318, -2.359340], [4.602608, 2.131582, -1.374989], [3.638466, 2.075056, -0.184259], [3.327234, 0.802232, 0.183449], [2.437790, 2.907239, -0.457447], [1.243756, 2.216766, -0.494606], [0.180152, 2.856466, -0.105610], [-1.128996, 2.356220, -0.196007], [-1.190314, 0.710292, -1.234823], [-2.225500, 2.996895, 0.379946], [-3.560527, 2.632143, 0.660390], [-4.141908, 1.361647, 0.391574], [-5.434744, 1.073984, 0.770634], [-6.232281, 2.015067, 1.424153], [-5.690405, 3.275188, 1.687227], [-4.398919, 3.577340, 1.320738], [4.845722, 0.192570, -0.019075], [7.405244, 0.519681, -2.400470], [7.318885, 2.312070, -4.129120], [5.437387, 3.923258, -4.132259], [3.736763, 3.820827, -2.336795], [4.158570, 2.598022, 0.655238], [2.388420, 3.736151, 0.126887], [0.287284, 3.851620, 0.341458], [-1.943490, 3.979749, 0.754302], [-3.538342, 0.603994, -0.087752], [-5.841249, 0.088251, 0.566944], [-7.237885, 1.765562, 1.740708], [-6.294247, 4.021763, 2.194328], [-3.990123, 4.553915, 1.560091], [0.705843, -0.033741, 1.279787], [1.308129, -0.133719, 2.438217], [0.793547, 0.574733, 3.461217], [1.271563, 0.466539, 4.741052], [2.350106, -0.390108, 4.979405], [2.892108, -1.083951, 3.926735], [2.388564, -0.973115, 2.613312], [3.009823, -1.880223, 1.326410], [-0.040597, 1.201334, 3.181858], [0.797546, 1.024027, 5.535618], [2.748096, -0.508178, 5.979266], [3.718565, -1.764759, 4.065246], [-0.891259, -4.059410, -2.367110], [0.621233, -2.990864, -2.266129], [1.724442, -4.157034, -2.508223], [0.433237, -2.228665, -0.807754], [0.025202, -1.799719, -3.693544], [-1.300740, -1.847614, -4.120660], [-1.783192, -0.880403, -4.984684], [-0.945208, 0.119485, -5.467230], [0.378044, 0.156569, -5.072311], [0.851031, -0.797057, -4.179246], [2.407234, -0.419455, -3.381664], [2.019932, 0.828713, -2.714715], [3.432436, -0.311253, -4.376743], [2.637980, -1.438974, -2.340998], [-0.631096, -4.839065, -1.864336], [-1.941914, -2.628376, -3.736506], [-2.827494, -0.896211, -5.269727], [-1.337031, 0.881569, -6.128172], [1.061533, 0.925674, -5.408621], [-3.627991, -2.484178, -0.597851], [-2.644920, -3.099239, 0.395096], [-1.644504, -1.817177, 1.317180], [-0.595004, -3.047219, 2.280022], [-0.936061, -3.345790, 3.736509], [-3.012980, -1.425139, 2.553465], [-2.730281, -0.187932, 3.401423], [-4.126778, -3.261823, -1.182188], [-3.088212, -1.833881, -1.288313], [-4.394228, -1.887230, -0.097735], [-1.918544, -3.676556, -0.175697], [-3.155766, -3.769962, 1.097509], [0.426530, -2.672161, 2.226396], [-0.606007, -3.974185, 1.702439], [-0.948246, -2.438918, 4.343775], [-0.184973, -4.015724, 4.163389], [-1.904521, -3.839653, 3.836220], [-3.238862, -2.284079, 3.190567], [-3.900342, -1.219639, 1.949474], [-1.842959, -0.321806, 4.023083], [-3.575426, 0.036715, 4.058720], [-2.574591, 0.677930, 2.754849]], "atomic_forces_ev_per_a": [[-0.56, 2.36, 3.92], [-0.16, 0.01, 0.09], [0.09, 0.26, -0.11], [-0.06, -0.10, 0.13], [0.05, 0.00, -0.03], [0.02, 0.11, -0.07], [0.11, -0.01, -0.03], [0.02, -0.33, 0.23], [-0.12, 0.70, 0.08], [0.55, 0.14, -0.09], [0.22, 0.40, -0.08], [-0.15, 0.04, 0.06], [0.26, -0.14, -0.14], [0.17, -0.20, -0.13], [-0.70, 0.64, 0.03], [-0.04, -0.09, -0.07], [0.09, 0.03, -0.01], [0.05, -0.02, -0.03], [-0.07, 0.05, 0.03], [-0.15, -0.09, 0.03], [0.02, -0.01, 0.01], [-0.09, -0.03, 0.01], [0.12, -0.05, -0.04], [0.02, 0.00, -0.03], [-0.02, -0.04, -0.04], [0.01, 0.01, 0.01], [-0.07, -0.07, 0.04], [-0.04, -0.07, -0.17], [-0.01, -0.16, 0.18], [-0.06, -0.01, 0.02], [0.00, 0.01, 0.03], [-0.09, -0.05, 0.02], [0.04, -0.02, -0.02], [-0.01, 0.02, -0.04], [0.04, 0.01, 0.01], [0.01, 0.01, -0.04], [0.06, 0.11, 1.21], [0.21, -0.07, 0.42], [-0.18, 0.12, 0.20], [0.01, 0.03, 0.01], [0.01, -0.07, -0.16], [-0.12, 0.17, 0.26], [0.01, -0.15, -0.28], [0.01, -0.34, 0.16], [0.00, -0.02, -0.08], [0.00, 0.06, -0.03], [0.02, -0.01, 0.01], [0.04, 0.01, -0.02], [0.19, 0.84, 0.14], [-1.81, -2.93, -0.82], [0.69, 0.16, -0.12], [-0.50, -0.56, -0.06], [0.44, 0.17, 0.20], [-0.05, -0.08, 0.05], [0.00, -0.06, -0.03], [0.05, -0.06, -0.02], [0.17, -0.04, -0.14], [0.00, -0.26, 0.46], [0.56, 0.85, -2.84], [0.52, 0.27, -0.63], [-0.14, -0.11, 0.18], [0.83, -1.24, -1.76], [0.10, -0.06, -0.14], [-0.03, 0.03, -0.01], [-0.01, 0.00, -0.02], [0.03, 0.01, -0.03], [-0.11, 0.09, -0.02], [0.08, -0.07, 0.10], [0.11, 0.19, -0.11], [-1.08, -0.65, 0.45], [0.11, 0.30, 0.00], [0.00, -0.06, -0.09], [0.28, 0.11, -0.06], [-0.08, -0.04, -0.04], [-0.03, 0.04, -0.02], [-0.05, 0.03, -0.05], [-0.02, 0.03, -0.04], [0.02, -0.07, 0.03], [0.02, 0.00, 0.01], [0.07, -0.08, -0.09], [0.06, 0.02, -0.03], [-0.04, 0.01, 0.02], [0.02, 0.00, 0.02], [-0.03, 0.03, 0.04], [-0.06, -0.03, -0.05], [0.00, -0.06, -0.03], [0.03, 0.02, 0.02], [0.02, 0.04, 0.02], [0.06, 0.04, 0.02]], "spin_multiplicity": 6, "total_charge": -2, "relative_energy_kcal_mol": 10.7, "homo_lumo_gap_ev": [4.356, 6.297], "homo_ev": [-0.057, -2.003], "energy_ev": -236132.8807}

Entry 2:
{"formula": "C33H38AsILuN2O4PS", "method": "the ωB97M-V functional and the def2-TZVPD basis", "elements": ["Lu", "C", "C", "As", "C", "C", "C", "C", "H", "H", "H", "H", "H", "H", "H", "H", "H", "H", "H", "H", "H", "H", "H", "O", "C", "N", "S", "O", "O", "C", "C", "C", "C", "C", "C", "H", "H", "H", "H", "C", "C", "C", "C", "C", "C", "P", "C", "C", "C", "C", "C", "C", "C", "C", "C", "C", "C", "C", "H", "H", "H", "H", "H", "H", "H", "H", "H", "H", "H", "H", "H", "H", "H", "N", "C", "O", "C", "I", "H", "H", "H", "H"], "xyz": [[-1.534905, -0.686162, 0.935313], [5.014286, 0.212761, -1.550202], [4.063221, -0.221643, -2.598193], [2.445917, -1.250746, -1.769504], [3.465347, -2.880125, -1.003827], [4.741387, -3.248329, -1.697115], [1.712695, -1.823698, -3.582958], [0.689408, -0.791839, -4.052879], [6.007886, 0.498802, -1.954677], [5.123944, -0.615427, -0.876463], [4.687575, 1.093436, -0.952545], [4.512580, -0.894983, -3.438614], [3.606614, 0.627200, -3.115835], [2.697710, -3.691160, -0.911161], [3.716858, -2.462610, -0.008267], [4.597362, -3.910947, -2.525410], [5.399418, -3.719085, -0.981934], [5.362749, -2.428924, -1.991043], [1.352465, -2.890193, -3.547385], [2.610482, -1.793682, -4.211809], [-0.073657, -0.563353, -3.208917], [0.097035, -1.137560, -4.905060], [1.239431, 0.107954, -4.348942], [-1.579056, -1.444244, -1.145688], [-2.871446, -1.730641, -0.809063], [-3.476340, -0.857043, 0.040653], [-4.272765, -1.490700, 1.402374], [-3.031920, -1.279839, 2.326973], [-4.215599, -3.211407, 1.254791], [-4.212167, -3.694890, -0.032804], [-4.514381, -5.080460, -0.183374], [-4.151412, -5.778616, -1.319897], [-3.561690, -5.032034, -2.449265], [-3.359125, -3.694151, -2.311522], [-3.489466, -3.023514, -1.049218], [-4.996690, -5.683626, 0.616850], [-4.499537, -6.828252, -1.367430], [-3.354914, -5.565302, -3.331200], [-3.025605, -3.048064, -3.132746], [3.139490, 4.032061, -0.479188], [2.042715, 3.968512, -1.348564], [0.833755, 3.385760, -0.889454], [0.745050, 2.863135, 0.445945], [1.864666, 2.944954, 1.265295], [3.056302, 3.470140, 0.760116], [-0.890455, 2.471594, 1.068693], [-0.803790, 2.729380, 2.844189], [0.123598, 1.818669, 3.444272], [0.389771, 1.829406, 4.792196], [-0.314139, 2.806287, 5.569854], [-1.097124, 3.800436, 4.967293], [-1.378076, 3.738538, 3.604190], [-1.853318, 3.832859, 0.472540], [-1.477628, 5.173026, 0.446081], [-2.482728, 6.187218, 0.264850], [-3.736481, 5.761418, -0.124316], [-4.021821, 4.404025, -0.310393], [-3.131310, 3.440358, 0.098668], [4.026331, 4.504982, -0.877588], [2.055806, 4.513722, -2.299679], [0.053508, 3.299135, -1.708984], [1.967280, 2.498397, 2.309000], [3.873320, 3.521520, 1.519944], [0.638773, 1.023492, 2.864443], [1.021165, 1.090150, 5.305118], [-0.120939, 2.908634, 6.628098], [-1.543480, 4.642737, 5.544240], [-2.086360, 4.395118, 3.171781], [-0.382375, 5.485305, 0.672381], [-2.232718, 7.214891, 0.272806], [-4.446740, 6.500402, -0.370570], [-4.873373, 4.019739, -0.897860], [-3.402556, 2.399649, 0.126650], [0.867387, -3.814894, 2.824160], [0.065726, -3.444128, 1.835567], [-0.269411, -2.225504, 1.547202], [-0.598595, -4.517367, 0.997538], [1.015084, -5.708743, -0.029998], [1.502062, -3.106861, 3.214559], [1.295429, -4.705071, 2.573530], [-1.164832, -3.952461, 0.147900], [-1.192682, -5.287504, 1.525527]], "atomic_forces_ev_per_a": [[3.06, 2.58, 0.10], [1.03, 1.03, 0.56], [-1.45, -1.34, -1.68], [0.91, -0.20, -0.92], [-1.21, 1.48, 0.00], [0.34, -0.56, 0.55], [0.50, -0.75, 0.76], [-1.00, -0.04, 1.23], [-0.49, -0.32, 0.17], [0.60, -0.22, 0.66], [-0.14, -0.61, -0.44], [-0.66, 1.06, 1.68], [-0.01, -0.09, -0.03], [1.00, 0.76, -0.04], [-0.35, -0.47, -0.23], [-0.04, -0.32, -0.57], [0.14, -0.74, 0.25], [-0.07, 0.77, -0.52], [0.16, 1.11, 0.03], [-0.34, -0.22, -0.10], [1.28, -0.13, -1.35], [0.21, 0.03, -0.01], [-0.44, 0.06, 0.15], [-4.56, -0.52, 1.33], [2.24, -0.04, -0.74], [-1.22, -1.21, -0.48], [2.10, -0.94, 0.70], [-2.32, -0.54, -0.26], [-0.53, 2.59, 0.14], [1.78, -1.29, -0.95], [-0.24, -0.08, 0.51], [-0.07, 1.56, -1.33], [-1.56, -1.20, 2.69], [0.98, 1.12, 0.37], [-1.03, -1.20, -0.81], [0.35, 0.99, -0.39], [0.75, 0.68, -0.29], [0.15, -0.32, -1.11], [0.13, -0.62, 0.19], [-0.24, 0.19, -1.50], [-1.19, -0.06, 1.07], [0.78, -0.28, -1.05], [0.45, 0.93, -1.02], [0.97, -0.93, 0.59], [0.60, 0.06, 2.12], [0.10, -0.97, 0.01], [1.63, -0.95, 0.52], [-0.54, -0.59, -0.13], [-1.41, 0.96, 1.36], [0.93, 0.55, -0.68], [-0.21, -0.12, 0.52], [0.49, -1.11, 0.14], [-0.56, -0.12, -0.13], [0.93, 1.81, 0.94], [1.40, -2.82, -0.27], [0.31, -0.77, -0.33], [-0.81, -0.24, -0.65], [0.05, 0.85, -0.02], [0.22, 0.01, 0.38], [0.09, -0.61, 0.26], [0.49, 0.13, 1.68], [-0.63, 0.98, -1.66], [-0.42, -0.01, -1.12], [-0.48, 0.58, 0.01], [-0.21, 0.45, -0.45], [-0.02, -0.27, 0.09], [0.45, -0.98, -0.28], [-0.40, 0.76, -0.45], [-2.07, -0.63, -0.40], [0.23, 0.81, 0.22], [-0.88, 0.61, -0.32], [-0.04, 0.76, 0.81], [-0.10, -0.26, -0.29], [0.59, 0.93, -1.24], [-1.47, 0.95, -0.69], [1.23, -2.14, 1.36], [0.12, 0.44, -2.04], [-1.15, 0.49, 0.63], [-0.50, -0.45, 0.02], [0.08, -0.11, 0.77], [0.90, -1.42, 1.59], [0.33, 0.75, -0.15]], "total_charge": 2, "relative_energy_kcal_mol": 15.7, "homo_lumo_gap_ev": 5.909, "homo_ev": -12.477, "energy_ev": -168676.5315}